DFT (ωB97M-V/def2-TZVPD) results for a molecular structure, C26H43BaN2O12 in a non-equilibrium geometry.

Cartesian coordinates (Å):
Ba -3.6930 1.2677 2.3007
C -0.0354 -1.1780 0.6988
C -1.1560 -0.3513 1.2599
O -1.5011 0.7163 0.6701
O -1.7672 -0.7473 2.2946
H 0.2177 -0.8331 -0.3052
H -0.3205 -2.2264 0.6721
H 0.8739 -1.0441 1.2855
C -0.5454 -0.1297 -3.9005
C -0.4457 -1.1876 -4.7928
C -0.9531 -1.0855 -6.0765
C -1.5230 0.1083 -6.4701
C -1.5822 1.1997 -5.6267
C -1.1141 1.0674 -4.3267
N -2.0305 0.2460 -7.8384
O -1.8227 -0.6646 -8.5955
O -2.6266 1.2755 -8.1164
H -0.1971 -0.1824 -2.8768
H -0.0116 -2.1188 -4.4523
H -0.8655 -1.9170 -6.7588
H -1.9219 2.1357 -6.0511
H -1.0731 1.9706 -3.7293
C 0.6573 3.4358 -2.0550
C 0.8778 2.2156 -1.4361
C 2.0238 1.5049 -1.7533
C 2.9656 2.0499 -2.5986
C 2.7776 3.2896 -3.1716
C 1.6052 3.9812 -2.9042
N 4.1717 1.2721 -2.9285
O 4.2065 0.1135 -2.5573
O 5.0216 1.8195 -3.5927
H -0.2670 3.9750 -1.8747
H 0.1527 1.7501 -0.7785
H 2.1682 0.5167 -1.3368
H 3.4869 3.6781 -3.8885
H 1.4281 4.9098 -3.4286
C 4.5577 -0.5389 4.2507
O 4.6654 0.8606 4.0150
C 4.1299 1.2549 2.7932
C 2.6228 1.4445 2.8397
O 2.1480 2.1078 3.9835
C 2.7657 3.3330 4.2726
H 4.7700 -0.6891 5.3075
H 5.3044 -1.0639 3.6509
H 3.5541 -0.9205 4.0555
H 4.3591 0.5324 1.9914
H 4.6187 2.1804 2.4762
H 2.0843 0.4972 2.7640
H 2.2834 2.0533 1.9805
H 2.8267 3.9647 3.3720
H 3.7865 3.1818 4.6381
H 2.1768 3.8387 5.0310
C -0.8380 -5.1054 2.9348
O -0.4094 -4.6563 4.1969
C -0.0479 -3.2948 4.2129
C 1.2882 -2.9254 3.5839
O 2.4650 -3.4326 4.1588
C 2.6414 -4.8429 4.1464
H -1.0445 -6.1707 3.0178
H -0.0859 -4.9540 2.1539
H -1.7684 -4.6023 2.6341
H -0.0024 -2.9899 5.2612
H -0.7949 -2.6788 3.6903
H 1.3555 -1.8392 3.6932
H 1.2716 -3.1627 2.5064
H 2.7856 -5.2014 3.1174
H 1.8016 -5.3601 4.5974
H 3.5533 -5.0371 4.7040
C -3.4852 2.9751 -1.1696
O -3.9909 1.8325 -0.4909
C -4.3468 0.7705 -1.3874
C -4.4406 -0.5056 -0.5685
O -5.1719 -0.3185 0.6354
C -6.5882 -0.2181 0.4185
H -3.2836 3.7380 -0.4137
H -4.2028 3.3787 -1.8832
H -2.5326 2.7184 -1.6376
H -3.5190 0.6121 -2.0930
H -5.2195 1.0548 -1.9811
H -3.4221 -0.8021 -0.3375
H -4.9255 -1.2400 -1.2209
H -7.0997 -0.4824 1.3433
H -6.9076 -0.9288 -0.3427
H -6.8700 0.7992 0.1370

Charge: +1
Relative energy (zero: lowest compared OMol25 entry of this formula, charge and spin) (kJ/mol): 99.1
Energy (eV): -55890.7583
E_HOMO (hartree): -0.40092
E_LUMO (eV): -4.1744

---

DFT (ωB97M-V/def2-TZVPD) results for 13 unconnected molecules or ions with the total composition C72H71N11O28S2 in a non-equilibrium geometry.

Cartesian coordinates (Å):
O 4.0495 2.7169 -5.1477
S 4.1796 1.2951 -5.1994
O 3.8471 0.4728 -4.0689
O 3.2692 0.8783 -6.4355
C 2.2517 -0.1006 -6.2322
C 1.4960 -0.0833 -7.5071
C 5.8248 0.8090 -5.7105
H 1.7658 0.1563 -5.2851
H 2.6637 -1.1368 -6.0548
H 2.1011 -0.1585 -8.4279
H 0.8335 0.7753 -7.5801
H 0.8313 -0.9850 -7.4572
H 6.4560 1.1246 -4.8809
H 6.1209 1.2089 -6.6843
H 5.9059 -0.3029 -5.7693
O 7.8422 -0.3018 -3.4733
S 7.2253 -1.3314 -2.7463
O 6.5799 -2.4481 -3.3955
O 8.3519 -1.8661 -1.8322
C 8.3062 -3.0328 -0.9540
C 9.5567 -2.9319 -0.0785
C 6.0754 -0.5996 -1.6562
H 8.1742 -3.9537 -1.6056
H 7.4248 -2.9077 -0.3051
H 10.4493 -2.9762 -0.6407
H 9.6416 -3.6918 0.6370
H 9.6061 -1.9866 0.4110
H 5.9652 -1.1987 -0.7909
H 5.1313 -0.5959 -2.1405
H 6.3691 0.3938 -1.3480
C 1.8182 -2.0377 4.2759
C 2.5754 -2.6949 3.3366
C 3.7421 -2.1081 2.7379
C 4.1563 -0.9197 3.1855
C 3.4071 -0.2203 4.0884
C 2.2449 -0.7517 4.5957
N 5.1225 -0.2074 2.4048
O 5.8341 -0.8323 1.6669
O 5.2222 0.9880 2.5872
H 0.8754 -2.4208 4.6957
H 2.3393 -3.7133 3.1001
H 4.3446 -2.6653 1.9467
H 3.7346 0.7735 4.3487
H 1.5978 -0.2445 5.3028
C -1.2555 3.8584 2.2054
C -1.6421 4.7446 3.1966
C -1.2447 4.5114 4.4917
C -0.4013 3.3958 4.7527
C 0.0181 2.4980 3.7445
C -0.4640 2.7679 2.4587
N 0.1042 3.2589 6.1584
O -0.5540 3.6549 7.0801
O 1.1608 2.7027 6.2578
H -1.6615 3.9641 1.2310
H -2.3283 5.5367 2.9155
H -1.4706 5.1389 5.3771
H 0.7063 1.6915 3.9930
H -0.2037 2.1468 1.5770
C 2.6462 -4.1959 -5.1880
C 3.6503 -3.7001 -4.3534
C 3.5603 -3.7991 -2.9738
C 2.4376 -4.4540 -2.5017
C 1.3966 -4.9184 -3.3404
C 1.4865 -4.7872 -4.7066
N 2.3333 -4.7096 -1.0778
O 1.3038 -5.1189 -0.6048
O 3.3560 -4.5082 -0.4096
H 2.7033 -3.9302 -6.2458
H 4.4949 -3.0024 -4.5645
H 4.3076 -3.2891 -2.3514
H 0.5141 -5.2954 -2.8870
H 0.6828 -5.0042 -5.3753
C 0.2388 3.0008 -5.6437
C -1.0868 2.7602 -5.8084
C -1.9891 2.9639 -4.7668
C -1.4958 3.5138 -3.5851
C -0.1371 3.8108 -3.4274
C 0.7712 3.5475 -4.4407
N -2.3991 3.7226 -2.4121
O -3.5194 3.1712 -2.4371
O -1.9435 4.2250 -1.4237
H 0.9326 2.8721 -6.4537
H -1.4964 2.4080 -6.7312
H -3.0040 2.6700 -4.8528
H 0.2135 4.1633 -2.4554
H 1.8487 3.7486 -4.3411
C -3.2248 -1.7929 -1.6148
C -2.3514 -2.6489 -2.2868
C -2.0913 -2.3816 -3.6235
C -2.7222 -1.3553 -4.2602
C -3.6664 -0.5265 -3.5921
C -3.8945 -0.7361 -2.2455
N -2.3420 -1.0777 -5.6727
O -1.2564 -1.3355 -6.0543
O -3.2221 -0.5357 -6.3482
H -3.3266 -1.7494 -0.5007
H -1.8609 -3.4172 -1.7726
H -1.3787 -2.9043 -4.2169
H -4.1126 0.3237 -4.1161
H -4.3220 0.0318 -1.6328
C 2.9251 5.6981 -1.5617
C 3.8161 4.7089 -2.1044
C 3.8628 3.4768 -1.5585
C 3.1256 3.1847 -0.3885
C 2.2530 4.1197 0.1667
C 2.1426 5.4129 -0.4519
N 3.1242 1.8296 0.1536
O 3.8900 1.0419 -0.3504
O 2.4412 1.6421 1.1059
H 2.7031 6.6084 -2.0820
H 4.3452 4.9310 -3.0609
H 4.3445 2.6591 -2.0892
H 1.6474 3.8761 0.9996
H 1.4863 6.1684 -0.0047
C -4.9424 3.6004 2.9934
C -4.4836 3.1118 1.8293
C -4.8654 3.6794 0.6325
C -5.7422 4.7543 0.6696
C -6.2984 5.1865 1.8642
C -5.8055 4.6694 3.0633
N -6.2649 5.2689 -0.5927
O -7.0968 6.1610 -0.5925
O -5.7914 4.7563 -1.6057
H -4.6381 3.1520 3.9024
H -3.6876 2.3507 1.8759
H -4.3524 3.4419 -0.3313
H -7.0537 5.9740 1.8598
H -5.9557 5.0986 4.0896
C -6.3215 0.0210 5.6808
C -6.9468 0.7610 4.7181
C -6.7221 0.4582 3.3351
C -5.8797 -0.5835 3.0229
C -5.3204 -1.4365 3.9959
C -5.4983 -1.0837 5.3280
N -5.5990 -0.8286 1.5880
O -4.8672 -1.7873 1.3627
O -5.9298 -0.0592 0.7604
H -6.4026 0.2198 6.7420
H -7.6191 1.5704 5.0124
H -7.3388 0.9699 2.6016
H -4.6027 -2.1479 3.6475
H -5.0044 -1.6923 6.0525
C -2.7322 1.0222 5.9054
C -2.1173 -0.0307 5.2110
C -1.6277 -1.1371 5.8957
C -2.0742 -1.3092 7.2133
C -2.7134 -0.3197 7.9100
C -2.9798 0.8588 7.2498
N -1.7936 -2.5958 7.8868
O -0.9183 -3.3434 7.4353
O -2.4611 -2.8092 8.8934
H -2.9840 1.9314 5.3876
H -1.9512 0.1318 4.1276
H -1.1697 -1.9361 5.3017
H -2.9639 -0.4793 8.9493
H -3.4657 1.6272 7.8013
C -3.6743 -6.3753 -0.3203
C -4.3499 -5.4363 0.4306
C -3.6941 -4.7185 1.4338
C -2.3296 -4.8678 1.5759
C -1.5913 -5.7916 0.8146
C -2.2692 -6.5188 -0.1449
N -1.6074 -4.1209 2.6577
O -0.4473 -4.4145 2.8163
O -2.1610 -3.2625 3.2977
H -4.2086 -6.8548 -1.1375
H -5.3941 -5.3704 0.3041
H -4.1302 -3.8845 2.0059
H -0.5263 -5.8466 0.9974
H -1.7418 -7.1745 -0.8990
C 1.6598 -0.8276 -1.5467
C 0.7988 0.0504 -2.2062
C -0.4392 0.3419 -1.5798
C -0.7082 -0.1327 -0.3147
C 0.2131 -0.9400 0.3882
C 1.4153 -1.2747 -0.2355
N -1.9300 0.3797 0.3905
O -2.2207 -0.0825 1.4754
O -2.5542 1.2579 -0.1661
H 2.6155 -1.0641 -1.9927
H 0.9859 0.4262 -3.2087
H -1.1369 1.0414 -2.0722
H -0.0026 -1.2069 1.3740
H 2.1959 -1.7039 0.3588

Charge: 0
Relative energy (zero: lowest compared OMol25 entry of this formula, charge and spin) (kJ/mol): 0.0
Energy (eV): -171175.5798
E_HOMO (hartree): -0.35867
E_LUMO (eV): -0.8741

---

DFT (ωB97M-V/def2-TZVPD) results for a single C9H16N2O molecule in a non-equilibrium geometry.

Cartesian coordinates (Å):
C 1.1161 -2.0629 -0.4307
C -0.9405 -0.8015 -0.8113
C 1.8983 0.1258 -0.2832
C -2.1199 1.3404 -0.5250
C -2.0629 -0.3015 1.4671
C -3.2203 -1.0430 -0.5958
C 3.4787 -1.6847 0.1775
C 3.2145 2.1126 -0.2395
C -2.0465 -0.1801 -0.0669
N -0.1125 -1.6644 -0.5590
N 2.1591 -1.1935 -0.2274
O 3.1698 0.7177 -0.1545
H 1.4576 -3.0813 -0.6850
H -3.0857 1.4224 -1.0777
H -2.1277 1.9940 0.3691
H -1.3029 1.5147 -1.3086
H -1.1602 0.1627 1.9643
H -2.8552 0.2103 1.9640
H -2.3423 -1.3593 1.7751
H -4.1295 -0.7648 0.0206
H -3.3146 -0.7715 -1.6824
H -3.1265 -2.1819 -0.5277
H 3.7739 -1.3285 1.1653
H 3.0780 -2.7308 0.2274
H 4.3248 -1.4625 -0.5382
H 4.1859 2.4607 0.0080
H 2.4304 2.6527 0.3597
H 3.0871 2.5342 -1.2604

Charge: 0
Relative energy (zero: lowest compared OMol25 entry of this formula, charge and spin) (kJ/mol): 618.2
Energy (eV): -14614.3767
E_HOMO (spin up / spin down) (hartree): -0.25404 / -0.25407
E_LUMO (spin up / spin down) (eV): 0.8745 / 0.8745

---

DFT (ωB97M-V/def2-TZVPD) results for a molecular structure, C17H31N3P2Zn in a non-equilibrium geometry.

Cartesian coordinates (Å):
P 0.8508 -1.9105 -1.8221
P 0.6109 2.3242 -1.0117
C 0.4834 -0.2073 -2.4583
C 1.3809 0.9818 -2.0685
H -0.5451 -0.0578 -2.1266
H 0.4846 -0.3130 -3.5584
H 2.2984 0.6627 -1.5335
H 1.6875 1.4931 -2.9971
C -0.8115 2.8062 -2.0942
H -1.3402 3.6100 -1.5642
H -1.4714 1.9383 -2.1727
H -0.5266 3.1413 -3.0945
C 1.6864 3.7795 -1.4037
H 1.3171 4.3987 -2.2350
H 2.7091 3.4365 -1.5968
H 1.6815 4.3724 -0.4754
C -0.4646 -2.9528 -2.5145
H -0.5931 -3.8472 -1.8843
H -0.2172 -3.2725 -3.5396
H -1.4166 -2.4033 -2.5435
C 2.4071 -2.5724 -2.4086
H 3.1348 -1.7653 -2.5558
H 2.2352 -3.0704 -3.3744
H 2.8234 -3.2970 -1.6904
Zn -1.5157 -0.2289 -4.8930
C -0.4255 1.3274 -5.7173
C -1.7924 1.3691 -6.0083
C -2.3092 0.8174 -7.3259
C -1.9606 -0.6763 -7.6228
C -1.4760 -1.5392 -6.4395
C -0.1744 -1.4853 -5.9130
C 0.9358 -0.6968 -6.5635
C 0.5623 0.7993 -6.7399
C 0.6418 -1.8424 -0.0588
H 0.0216 1.9404 -4.9171
H -2.4543 2.0842 -5.5046
H -1.9797 1.4624 -8.1521
H -3.4039 0.8499 -7.2741
H -2.8735 -1.1922 -7.9801
H -1.2932 -0.7020 -8.4999
H -2.0777 -2.4560 -6.3006
H 0.1784 -2.3096 -5.2867
H 1.2560 -1.0957 -7.5382
H 1.8408 -0.7540 -5.9458
H 1.4756 1.4122 -6.6896
H 0.1740 0.9405 -7.7609
H 1.0077 -0.8833 0.3410
H 1.2129 -2.6954 0.3524
H -0.4238 -1.9330 0.2095
N -1.9217 0.2561 0.0019
C -1.5198 0.9428 0.8782
N -1.0357 1.7986 1.7323
C -0.9502 1.6163 3.0275
N -0.8102 1.5636 4.1972

Charge: 0
Relative energy (zero: lowest compared OMol25 entry of this formula, charge and spin) (kJ/mol): 9.1
Energy (eV): -89591.1730
E_HOMO (spin up / spin down) (hartree): -0.23051 / -0.23047
E_LUMO (spin up / spin down) (eV): -0.7311 / -0.6214